# 1
{"formula": "C16H38ClGdNPTc", "method": "the ωB97M-V functional and the def2-TZVPD basis", "elements": ["Gd", "Cl", "C", "C", "H", "H", "H", "H", "H", "H", "Tc", "C", "C", "H", "H", "H", "H", "H", "C", "C", "C", "C", "P", "N", "C", "C", "C", "C", "C", "C", "C", "C", "H", "H", "H", "H", "H", "H", "H", "H", "H", "H", "H", "H", "H", "H", "H", "H", "H", "H", "H", "H", "H", "H", "H", "H", "H", "H", "H"], "xyz": [[0.258, -0.781, -5.295], [1.604, 0.985, -3.808], [-0.898, 0.034, -7.189], [2.231, -0.704, -6.641], [-0.656, -0.599, -8.066], [-1.952, -0.238, -6.936], [-0.954, 1.041, -7.632], [2.035, -1.244, -7.586], [2.914, -1.337, -6.031], [2.783, 0.214, -6.931], [0.218, 0.347, -1.794], [-1.632, 0.986, -2.342], [-0.418, -1.408, -2.256], [-2.058, 0.528, -3.256], [-2.327, 0.758, -1.503], [-1.625, 2.077, -2.500], [0.191, -2.338, -2.218], [-1.442, -1.702, -2.588], [-2.556, -0.523, 0.954], [-1.763, 0.505, 1.784], [-2.088, 1.891, 1.195], [-2.155, 0.447, 3.278], [0.065, 0.183, 1.628], [0.327, 0.495, -0.023], [1.199, 1.393, 2.493], [1.129, 1.256, 4.044], [2.615, 1.095, 1.971], [0.818, 2.841, 2.116], [0.692, -1.599, 1.770], [1.220, -1.867, 3.203], [-0.455, -2.596, 1.522], [1.807, -1.869, 0.744], [-3.554, -0.117, 0.714], [-2.738, -1.453, 1.505], [-2.030, -0.764, 0.017], [-3.180, 1.965, 1.079], [-1.821, 2.723, 1.854], [-1.624, 2.039, 0.208], [-1.821, -0.501, 3.744], [-1.739, 1.321, 3.812], [-3.259, 0.478, 3.339], [1.702, 0.410, 4.444], [1.545, 2.167, 4.506], [0.098, 1.168, 4.408], [2.622, 1.077, 0.870], [3.301, 1.895, 2.296], [3.003, 0.138, 2.348], [0.614, 2.933, 1.036], [-0.062, 3.171, 2.688], [1.659, 3.513, 2.382], [0.493, -1.556, 3.966], [1.411, -2.948, 3.353], [2.161, -1.347, 3.409], [-0.859, -2.568, 0.499], [-0.087, -3.622, 1.674], [-1.269, -2.463, 2.250], [1.426, -1.865, -0.292], [2.667, -1.196, 0.826], [2.217, -2.873, 0.958]], "mulliken_spin": [6.185, 0.043, 0.051, 0.018, 0.005, -0.020, 0.009, -0.002, -0.016, 0.010, 2.606, -0.210, 0.787, 0.057, 0.046, 0.002, -0.038, -0.033, -0.041, 0.012, 0.000, 0.001, -0.009, 0.475, 0.022, -0.007, -0.013, -0.006, 0.011, -0.003, 0.010, 0.006, 0.001, -0.002, 0.029, 0.001, 0.001, 0.003, 0.001, 0.002, -0.001, -0.001, 0.000, 0.002, 0.006, 0.000, 0.001, 0.005, 0.000, -0.001, 0.000, 0.001, -0.001, -0.004, 0.000, -0.001, 0.015, -0.009, -0.001], "lumo_ha": [0.001, -0.076], "homo_lumo_gap_ha": [0.16366, 0.16027], "homo_energy_ha": [-0.16296, -0.23578], "multiplicity": 11}

# 2
{"formula": "C16H38ClNdO4SiTi", "method": "the ωB97M-V functional and the def2-TZVPD basis", "elements": ["Nd", "Cl", "C", "C", "H", "H", "H", "H", "H", "H", "Ti", "C", "C", "H", "H", "H", "H", "H", "C", "C", "C", "C", "O", "Si", "O", "O", "C", "C", "C", "C", "O", "C", "C", "C", "C", "H", "H", "H", "H", "H", "H", "H", "H", "H", "H", "H", "H", "H", "H", "H", "H", "H", "H", "H", "H", "H", "H", "H", "H", "H", "H", "H"], "xyz": [[-0.387, 0.687, -5.604], [0.257, -1.500, -4.156], [1.830, 1.456, -5.497], [-1.496, -0.865, -6.938], [2.003, 1.884, -6.505], [1.979, 2.250, -4.744], [2.542, 0.638, -5.308], [-1.566, -0.434, -7.951], [-2.509, -1.032, -6.535], [-0.950, -1.819, -6.951], [-0.921, -0.139, -2.107], [-2.683, -0.975, -1.572], [-1.407, 1.592, -2.657], [-3.411, -0.465, -2.224], [-2.669, -2.056, -1.790], [-2.908, -0.793, -0.515], [-2.454, 1.613, -3.008], [-0.755, 2.356, -3.103], [-0.707, -3.958, 1.922], [-0.885, -2.450, 2.095], [-2.353, -2.075, 1.927], [-0.348, -1.982, 3.445], [-0.100, -1.827, 1.019], [0.182, -0.209, 0.959], [0.120, 0.201, -0.626], [-1.001, 0.598, 1.740], [-1.158, 2.045, 1.989], [-2.118, 2.602, 0.943], [-1.743, 2.161, 3.393], [0.194, 2.737, 1.900], [1.616, 0.170, 1.630], [3.014, 0.063, 1.151], [3.142, 0.606, -0.265], [3.830, 0.916, 2.114], [3.436, -1.399, 1.227], [-1.323, -4.477, 2.670], [0.339, -4.248, 2.067], [-1.037, -4.275, 0.920], [-2.940, -2.614, 2.687], [-2.507, -1.001, 2.070], [-2.714, -2.374, 0.933], [0.726, -2.202, 3.530], [-0.516, -0.907, 3.597], [-0.879, -2.523, 4.241], [-3.084, 2.084, 0.985], [-2.290, 3.669, 1.157], [-1.704, 2.510, -0.072], [-1.069, 1.718, 4.140], [-1.879, 3.222, 3.646], [-2.720, 1.669, 3.455], [0.911, 2.320, 2.621], [0.609, 2.690, 0.884], [0.059, 3.802, 2.147], [2.719, 1.615, -0.346], [4.214, 0.670, -0.517], [2.668, -0.053, -1.003], [3.749, 0.540, 3.141], [4.886, 0.888, 1.824], [3.501, 1.962, 2.093], [3.381, -1.765, 2.260], [2.807, -2.028, 0.587], [4.478, -1.491, 0.887]], "mulliken_spin": [5.068, -0.083, -0.161, -0.158, 0.008, 0.020, 0.036, 0.053, 0.010, 0.009, -0.945, -0.200, -0.076, -0.013, -0.013, 0.109, 0.032, 0.031, 1.211, -3.268, 0.701, 1.923, 0.220, 0.153, -0.121, -0.219, -2.784, 0.348, 1.611, 0.932, 0.929, -3.516, 0.677, 1.652, 1.323, -0.211, 0.031, 0.160, 0.024, 0.007, -0.016, -0.023, -0.090, -0.275, 0.051, -0.017, 0.038, -0.076, -0.128, 0.057, -0.119, 0.136, -0.012, -0.031, 0.122, 0.011, -0.165, -0.053, 0.151, -0.161, 0.097, -0.009], "charge": -2, "lumo_ha": [0.162, 0.161], "homo_lumo_gap_ha": [0.06546, 0.26350], "homo_energy_ha": [0.09621, -0.10246], "multiplicity": 6}

# 3
{"formula": "C16H38N3O6", "method": "the ωB97M-V functional and the def2-TZVPD basis", "elements": ["O", "C", "O", "C", "C", "C", "N", "H", "H", "H", "H", "H", "H", "H", "H", "C", "O", "C", "C", "N", "C", "C", "O", "C", "H", "H", "H", "H", "H", "H", "H", "H", "H", "H", "H", "H", "H", "H", "H", "C", "O", "C", "C", "N", "C", "C", "O", "C", "H", "H", "H", "H", "H", "H", "H", "H", "H", "H", "H", "H", "H", "H", "H"], "xyz": [[5.033, -5.032, -1.392], [4.145, -5.091, -2.459], [2.844, -4.969, -2.087], [4.574, -4.085, -3.507], [5.828, -4.780, -4.096], [5.389, -6.199, -4.069], [4.434, -6.377, -3.236], [5.099, -5.863, -0.914], [2.582, -5.683, -1.500], [3.824, -4.097, -4.294], [4.734, -3.092, -3.099], [6.725, -4.627, -3.497], [6.003, -4.483, -5.128], [5.747, -7.003, -4.699], [3.894, -7.227, -3.121], [4.462, -1.347, -0.191], [3.391, -0.828, -0.949], [2.290, -1.712, -1.122], [1.083, -1.284, -0.319], [1.305, -1.471, 1.106], [0.267, -0.910, 1.970], [0.012, 0.590, 1.923], [1.064, 1.376, 2.454], [2.120, 1.668, 1.567], [5.294, -0.652, -0.290], [4.217, -1.443, 0.872], [4.776, -2.330, -0.561], [2.577, -2.734, -0.862], [2.026, -1.690, -2.184], [0.231, -1.901, -0.624], [0.851, -0.245, -0.589], [2.194, -1.062, 1.359], [0.527, -1.169, 2.998], [-0.675, -1.421, 1.743], [-0.853, 0.790, 2.554], [-0.255, 0.940, 0.920], [1.764, 1.783, 0.539], [2.904, 0.903, 1.587], [2.568, 2.609, 1.887], [-5.347, 6.031, -0.403], [-5.070, 5.926, 0.978], [-6.140, 5.425, 1.767], [-5.825, 4.051, 2.313], [-5.788, 3.053, 1.253], [-5.286, 1.745, 1.652], [-3.860, 1.641, 2.179], [-2.856, 1.881, 1.210], [-2.536, 3.242, 0.988], [-4.528, 6.587, -0.855], [-5.416, 5.052, -0.892], [-6.280, 6.574, -0.581], [-7.067, 5.408, 1.188], [-6.277, 6.110, 2.607], [-6.604, 3.773, 3.030], [-4.878, 4.126, 2.864], [-5.227, 3.404, 0.488], [-5.363, 1.086, 0.783], [-5.958, 1.340, 2.416], [-3.713, 0.608, 2.507], [-3.693, 2.279, 3.055], [-2.635, 3.834, 1.902], [-3.153, 3.689, 0.204], [-1.496, 3.283, 0.660]], "mulliken_charge": [-0.461, 0.518, -0.436, -0.591, -0.643, -0.114, -0.011, 0.335, 0.338, 0.336, 0.315, 0.325, 0.381, 0.458, 0.263, -0.486, -0.395, -0.617, -0.149, -0.302, -0.982, 0.156, -0.461, -0.522, 0.282, 0.292, 0.081, 0.254, 0.382, 0.356, 0.148, 0.103, 0.391, 0.379, 0.202, 0.152, 0.257, 0.146, 0.318, -0.709, -0.348, -0.798, -0.191, -0.281, -1.075, -0.331, -0.355, -0.660, 0.240, 0.295, 0.348, 0.408, 0.392, 0.371, 0.165, 0.110, 0.396, 0.442, 0.360, 0.387, 0.298, 0.245, 0.295], "charge": 1, "lumo_ha": -0.181, "homo_lumo_gap_ha": 0.17855, "homo_energy_ha": -0.35955}